# 1
Below is an isolated molecule of FHO2S, with properties calculated with ωB97M-V/def2-TZVPD.

Frontier orbital gap (alpha / beta) in eV: 9.761 / 9.761
LUMO level (alpha / beta) in eV: -0.430 / -0.431
M in g mol⁻¹: 84.071
ΔE to the lowest compared entry with this formula, charge and spin in kJ/mol: 664.1
Structure (SMILES): FOOS
F_max in Eh/bohr: 0.0669

XYZ file:
```
5
Properties=species:S:1:pos:R:3:nbo_charge:R:1
F 1.5133 -1.0884 -0.1893 -0.124
O 1.3464 0.2063 -0.5613 0.065
O 0.1586 0.8332 0.2426 -0.473
S -1.2813 0.5433 -0.2575 0.440
H -1.7369 -0.4944 0.7655 0.091
```

---

# 2
Below is a 6-piece molecular cluster, H12O6 overall, with properties calculated with ωB97M-V/def2-TZVPD.

Frontier orbital gap in eV: 10.671
LUMO level in eV: -0.076
M in g mol⁻¹: 108.090
ΔE to the lowest compared entry with this formula, charge and spin in kJ/mol: 270.8
Structure (SMILES): O.O.O.O.O.O
F_max in Eh/bohr: 0.1742

XYZ file:
```
18
Properties=species:S:1:pos:R:3:nbo_charge:R:1
O 8.9800 48.4540 44.3380 -0.992
H 9.0850 47.9140 43.5950 0.471
H 9.0910 48.1420 45.2480 0.505
O 8.0440 45.1800 45.3830 -0.976
H 7.2950 45.1990 44.8120 0.494
H 8.2350 46.0210 45.8060 0.499
O 5.4880 44.8430 43.0010 -0.915
H 6.1650 44.3250 42.7790 0.449
H 4.9410 44.1070 43.2730 0.469
O 4.0510 46.3390 45.4700 -0.933
H 4.3840 46.4640 46.4410 0.460
H 4.8360 46.8600 44.9990 0.473
O 10.4740 45.4440 44.4960 -0.970
H 10.0890 45.8870 43.7030 0.445
H 9.6000 45.0330 44.7950 0.487
O 8.5710 47.6120 46.8950 -0.941
H 7.8210 47.5410 47.3040 0.471
H 9.3200 47.2350 47.4560 0.504
```

---

# 3
Below is C25H24FN4O6RuS3Te as an isolated structure, with properties calculated with ωB97M-V/def2-TZVPD.

Expectation value of S²: 8.776
Frontier orbital gap (alpha / beta) in eV: 3.827 / 5.518
LUMO level (alpha / beta) in eV: 3.959 / 3.952
M in g mol⁻¹: 820.358
Multiplicity: 6
F_max in Eh/bohr: 0.0357
Charge: -2

XYZ file:
```
65
Properties=species:S:1:pos:R:3:nbo_charge:R:1
Ru 0.5563 -1.1904 0.1268 0.955
O -0.0875 -3.6780 4.1085 -0.689
C -1.4145 -3.5737 4.1836 0.347
C -2.0319 -4.0032 5.3655 -0.298
C -3.4017 -3.9218 5.5114 -0.200
C -4.1910 -3.4185 4.4800 -0.292
C -3.5825 -2.9904 3.3092 -0.160
C -2.2034 -3.0514 3.1386 -0.138
C -1.5583 -2.5303 1.8821 0.582
O -0.3094 -2.7053 1.7444 -0.745
N -2.3657 -1.9385 1.0326 -0.488
N -1.7087 -1.3357 -0.0505 -0.371
C -2.4653 -1.2637 -1.0629 -0.058
S -2.1669 -0.2272 -2.4403 0.322
C -3.3132 -1.1475 -3.4855 -0.556
C -4.5683 -1.4220 -2.6755 -0.550
S -4.0831 -2.0102 -1.0225 0.254
H 0.1666 -3.3154 3.2020 0.529
H -1.4031 -4.3809 6.1633 0.206
H -3.8590 -4.2405 6.4418 0.190
H -5.2667 -3.3417 4.5979 0.194
H -4.1681 -2.5893 2.4901 0.234
H -2.8349 -2.0820 -3.7894 0.208
H -3.5155 -0.5343 -4.3667 0.232
H -5.1876 -2.1941 -3.1371 0.212
H -5.1502 -0.5070 -2.5562 0.208
C 5.0262 4.7344 3.1236 -0.615
C 3.9602 3.7776 2.6446 -0.054
C 3.2040 4.0452 1.5146 -0.236
C 2.1429 3.2206 1.1215 -0.040
C 1.4066 3.5425 -0.1591 -0.639
C 1.8042 2.1087 1.9108 -0.246
Te 0.0116 1.0337 1.5303 -0.226
C 2.6372 1.7618 2.9913 0.092
C 2.4298 0.4783 3.7548 -0.671
C 3.6921 2.6040 3.3405 -0.265
H 5.1264 5.5807 2.4408 0.199
H 6.0019 4.2458 3.2076 0.201
H 4.7757 5.1299 4.1119 0.199
H 3.4414 4.9205 0.9102 0.181
H 1.9661 4.2818 -0.7440 0.186
H 0.4057 3.9340 0.0460 0.217
H 1.2738 2.6406 -0.7599 0.255
H 2.4559 -0.3685 3.0659 0.264
H 1.4506 0.4603 4.2378 0.223
H 3.2105 0.3457 4.5104 0.183
H 4.3216 2.3326 4.1881 0.181
F -2.4585 0.6420 -6.3602 -0.321
C -1.2150 0.8104 -5.8726 0.182
C -0.5634 -0.2125 -5.3404 0.028
N 0.7056 -0.1328 -4.8858 -0.404
C 1.2750 -1.2677 -4.1481 -0.321
C 0.9372 -1.1977 -2.6565 0.750
O 0.6192 -2.2838 -2.1197 -0.739
O 1.0050 -0.0793 -2.1085 -0.718
C 1.4320 1.0536 -4.9981 0.809
O 2.6109 1.1533 -4.7716 -0.601
N 0.6773 2.1237 -5.4740 -0.628
C -0.6168 2.1302 -5.9610 0.601
O -1.1230 3.1298 -6.4121 -0.610
H -1.0306 -1.1885 -5.2721 0.230
H 2.3543 -1.2330 -4.2596 0.246
H 0.8898 -2.1958 -4.5583 0.205
H 1.1626 3.0066 -5.5166 0.424
S 2.7076 -1.4755 0.5359 -0.650
```

---

# 4
Below is a 13-piece molecular cluster, C43H92F12O35S9 overall, with properties calculated with ωB97M-V/def2-TZVPD.

Frontier orbital gap in eV: 10.631
LUMO level in eV: 0.044
M in g mol⁻¹: 1685.753
ΔE to the lowest compared entry with this formula, charge and spin in kJ/mol: 389.4
F_max in Eh/bohr: 0.1197

XYZ file:
```
191
Properties=species:S:1:pos:R:3:mulliken_charge:R:1
O 37.7173 -2.2199 1.0165 -0.641
S 37.4677 -0.9326 0.4628 1.073
O 38.4926 0.0998 0.1714 -0.544
O 36.4779 -1.1403 -0.8655 -0.516
C 36.4114 -0.1338 -1.8461 1.172
C 37.4665 -0.3440 -2.8397 -0.824
C 36.2858 -0.1600 1.5805 -0.556
H 36.4791 0.9048 -1.5223 0.032
H 35.4914 -0.2997 -2.4066 -0.236
H 37.7099 0.5906 -3.3449 -0.029
H 37.0703 -1.1004 -3.5172 -0.034
H 38.3496 -0.7903 -2.3826 0.493
H 35.4054 -0.7951 1.6790 0.245
H 36.0144 0.8127 1.1703 -0.022
H 36.8050 0.2108 2.4643 0.451
O 33.9242 9.1768 -5.4133 -0.552
S 35.0204 8.2932 -4.9556 1.071
O 34.8392 7.4828 -3.7277 -0.528
O 35.3978 7.2396 -6.1524 -0.115
C 36.4292 6.2932 -5.8696 0.002
C 36.1585 5.1232 -6.8046 -1.127
C 36.6206 9.2021 -4.7889 -0.978
H 36.3266 6.0271 -4.8176 0.171
H 37.4578 6.6313 -5.9951 0.292
H 36.6912 5.1743 -7.7542 0.443
H 35.1457 5.0259 -7.1955 0.304
H 36.4371 4.2201 -6.2614 0.107
H 36.7640 9.6254 -3.7947 0.375
H 36.7410 10.0114 -5.5091 0.329
H 37.4006 8.4464 -4.8821 0.237
O 29.5263 8.6756 -7.8099 -0.619
S 30.7355 8.0473 -8.2443 1.303
O 30.7289 7.0296 -9.3089 -0.657
O 31.7900 9.2867 -8.6533 -0.419
C 33.1221 8.8795 -9.0449 0.169
C 33.4916 9.5233 -10.3577 -1.271
C 31.6239 7.3665 -6.7796 0.412
H 33.3175 7.8105 -9.1298 0.245
H 33.6833 9.1801 -8.1602 0.121
H 32.6241 9.8492 -10.9316 0.310
H 34.1540 8.8233 -10.8669 0.323
H 34.0723 10.4142 -10.1189 0.357
H 30.9483 6.6511 -6.3109 -0.825
H 31.8013 8.1837 -6.0805 0.206
H 32.5131 6.8398 -7.1262 0.235
O 27.0471 4.6588 -8.5627 -0.675
S 27.8451 3.6949 -7.8555 1.163
O 27.8834 3.7471 -6.3871 -0.632
O 27.3667 2.1817 -8.1922 -0.122
C 26.8374 1.9008 -9.5291 -0.234
C 25.3474 2.1123 -9.5731 -1.174
C 29.5951 3.7460 -8.5003 -0.510
H 26.9977 0.8591 -9.8070 0.338
H 27.2113 2.5439 -10.3257 0.270
H 24.9330 1.8395 -10.5437 0.395
H 24.9625 3.1123 -9.3731 0.309
H 24.8723 1.4712 -8.8306 0.296
H 29.5409 3.7671 -9.5888 0.544
H 30.1350 2.9137 -8.0488 0.208
H 30.0023 4.7212 -8.2333 -0.221
O 38.8589 5.2434 -3.5000 -0.648
S 38.9765 3.7855 -3.5428 0.787
O 37.8821 2.9891 -4.2076 -0.170
O 40.4498 3.4636 -4.2782 -0.079
C 41.6196 4.1736 -3.9560 -0.312
C 42.0522 4.9245 -5.2282 -1.152
C 39.3762 3.0196 -1.9025 -1.001
H 42.4737 3.5455 -3.7031 0.333
H 41.4419 4.8768 -3.1423 0.365
H 42.9644 5.4575 -4.9600 0.396
H 41.2897 5.6616 -5.4798 0.266
H 42.1899 4.2977 -6.1093 0.244
H 39.5202 1.9535 -2.0779 0.328
H 38.5691 3.2125 -1.1957 0.167
H 40.2164 3.5776 -1.4894 0.532
O 35.3871 5.9238 -0.2769 -0.664
S 35.1214 4.5542 -0.6809 1.218
O 35.8794 3.4520 -0.1530 -0.593
O 33.5796 4.1722 -0.4485 -0.142
C 32.5960 5.1860 -0.6782 -0.224
C 31.2453 4.5341 -0.4478 -0.718
C 35.1312 4.3546 -2.5299 0.510
H 32.7773 5.6314 -1.6564 -0.036
H 32.7158 5.9753 0.0639 0.358
H 30.9408 4.0767 -1.3891 -0.320
H 30.4747 5.2696 -0.2171 0.633
H 31.3232 3.8148 0.3675 0.340
H 35.0934 3.3249 -2.8855 -0.289
H 36.0003 4.9108 -2.8811 -0.094
H 34.2446 4.8176 -2.9631 -0.229
O 31.7480 4.9242 -3.8539 -0.152
S 31.6743 3.8495 -4.8092 -0.868
O 31.4630 4.2371 -6.2003 0.179
O 33.0551 2.8874 -4.6385 0.622
C 33.3255 1.9472 -5.6803 -0.625
C 34.6098 1.2540 -5.1644 0.457
C 30.2737 2.7127 -4.2128 -0.241
H 33.2786 2.4065 -6.6677 0.486
H 32.5499 1.1814 -5.6757 0.278
H 34.5234 1.0485 -4.0974 -0.428
H 35.4951 1.8898 -5.1743 -0.333
H 34.9703 0.4457 -5.8007 0.241
H 30.0683 1.8921 -4.9002 0.772
H 29.5035 3.4763 -4.1044 -0.133
H 30.6048 2.2134 -3.3022 -0.252
O 26.4252 0.6614 -1.0421 -0.666
S 27.1597 1.6111 -1.9262 0.950
O 28.0980 1.0652 -2.8504 -0.441
O 26.0064 2.5126 -2.7013 -0.371
C 26.4015 3.5063 -3.5776 0.878
C 25.2924 4.4491 -3.2612 -1.501
C 27.9604 2.8663 -0.8765 -0.329
H 26.5505 3.0481 -4.5554 0.307
H 27.3176 3.9945 -3.2452 -0.410
H 25.3960 5.3903 -3.8011 0.332
H 25.2243 4.6656 -2.1951 0.353
H 24.3642 3.9549 -3.5480 0.378
H 28.6067 3.4953 -1.4886 -0.181
H 28.5699 2.4416 -0.0788 0.132
H 27.1571 3.4859 -0.4779 0.534
O 30.4549 10.6863 -3.8940 -0.621
S 29.7974 9.4886 -3.3301 1.185
O 28.5579 9.6318 -2.5716 -0.634
O 29.4979 8.3727 -4.5453 0.007
C 28.3017 7.6625 -4.4104 -0.764
C 28.1809 6.6615 -5.5357 -0.396
C 31.0255 8.5271 -2.3555 -0.700
H 27.3856 8.2529 -4.4285 0.333
H 28.2781 7.1474 -3.4501 0.363
H 28.3557 7.1636 -6.4873 0.303
H 27.2613 6.0768 -5.5595 0.503
H 28.9901 5.9329 -5.4861 -0.373
H 31.8310 8.1758 -3.0004 0.071
H 30.4460 7.7425 -1.8690 0.176
H 31.3460 9.2876 -1.6434 0.539
C 37.6723 -0.7209 -12.8381 -1.235
C 36.8163 -0.8675 -11.5558 -0.212
O 37.0312 0.2682 -10.7622 -0.207
C 36.4232 0.4409 -9.5460 0.131
O 35.9326 -0.5156 -8.9322 -0.539
C 36.4495 1.9108 -9.0183 0.876
F 35.1751 2.1786 -8.7411 -0.117
F 37.1521 1.9118 -7.8268 -0.072
F 36.9582 2.8256 -9.8623 -0.272
H 38.7237 -0.5263 -12.6263 0.324
H 37.2768 0.0967 -13.4407 0.311
H 37.5951 -1.6312 -13.4328 0.392
H 36.9185 -1.8006 -11.0017 0.317
H 35.7846 -0.8215 -11.9046 0.327
C 29.0642 -0.6009 1.0233 -1.187
C 29.8498 -1.2189 -0.1298 0.230
O 31.1866 -0.6963 -0.0280 -0.275
C 31.5332 0.4473 -0.5711 -0.349
O 30.7581 1.2377 -1.1489 0.077
C 33.0274 0.7712 -0.3644 0.932
F 33.5187 1.3807 -1.5019 0.069
F 33.1277 1.6935 0.6146 -0.204
F 33.7842 -0.2714 -0.0736 -0.209
H 28.9952 0.4859 1.0707 0.155
H 29.3906 -0.9117 2.0158 0.357
H 28.0406 -0.9091 0.8102 0.388
H 29.3411 -1.0326 -1.0757 -0.118
H 29.9867 -2.2952 -0.0252 0.389
C 37.2127 -1.7260 -6.4450 -0.590
C 38.4702 -1.6127 -7.2742 -0.050
O 39.3520 -0.6433 -6.8384 -0.130
C 40.2686 -0.1287 -7.6617 0.120
O 40.6618 -0.7107 -8.6571 -0.563
C 40.8848 1.1685 -7.2533 1.150
F 42.1811 1.0192 -7.3695 -0.285
F 40.5174 2.1138 -8.1032 -0.233
F 40.6633 1.4407 -5.9893 -0.223
H 37.3850 -2.3353 -5.5578 0.619
H 36.3751 -2.1277 -7.0152 0.249
H 36.9075 -0.7374 -6.1019 -0.237
H 38.1341 -1.3639 -8.2808 -0.127
H 39.0215 -2.5462 -7.3866 0.355
C 29.3186 -2.2721 -3.9949 -1.324
C 30.7621 -1.9697 -3.7059 0.347
O 31.5451 -2.5982 -4.6710 -0.209
C 32.8402 -2.5173 -4.6475 0.121
O 33.4855 -1.7171 -3.9065 -0.332
C 33.6237 -3.3591 -5.6324 0.879
F 34.7446 -3.8785 -5.0182 -0.250
F 32.8213 -4.3667 -6.0755 -0.262
F 34.0720 -2.6320 -6.6414 -0.238
H 28.7143 -1.4691 -3.5730 0.229
H 29.0879 -3.2384 -3.5463 0.345
H 29.0607 -2.3014 -5.0536 0.406
H 30.9898 -2.4457 -2.7521 0.278
H 30.9203 -0.9126 -3.4921 -0.025
```